# 1
{"formula": "C6H12O", "method": "ωB97M-V/def2-TZVPD", "total_charge": 0, "smiles": "CCC(=CO)CC", "homo_ev": -8.33, "de_lowest_kcal_mol": 26.3, "lumo_ev": 0.91, "homo_lumo_gap_ev": 9.236, "total_energy_ha": -311.0174, "species": ["C", "C", "C", "C", "C", "C", "O", "H", "H", "H", "H", "H", "H", "H", "H", "H", "H", "H", "H"], "positions_angstrom": [[-2.53805, -0.78792, -0.04626], [-1.09468, -1.05773, -0.47222], [-0.09510, 0.02863, -0.12652], [1.35077, -0.44066, -0.17334], [2.49138, 0.52689, 0.16404], [-0.49978, 1.28057, 0.11277], [0.23486, 2.25327, 0.74049], [-3.18420, -1.62699, -0.32394], [-2.60466, -0.65601, 1.04063], [-2.95157, 0.10973, -0.51692], [-0.76055, -1.97216, 0.04268], [-1.05213, -1.29770, -1.54322], [0.80112, 1.79350, 1.37527], [1.49501, -0.73980, -1.22308], [1.47905, -1.36975, 0.40239], [3.44273, 0.08737, -0.15642], [2.58281, 0.72065, 1.24065], [2.37919, 1.48747, -0.34617], [-1.47619, 1.66066, -0.19084]], "mulliken_charge": [-1.3033, -0.3967, 0.2157, -0.1340, -1.5936, -0.1258, -0.5472, 0.3762, 0.3259, 0.2995, 0.2881, 0.3014, 0.3143, 0.2817, 0.2896, 0.3771, 0.3663, 0.4001, 0.2647]}


# 2
{"formula": "C9H15N2O", "method": "ωB97M-V/def2-TZVPD", "total_charge": 1, "homo_ev": -11.48, "de_lowest_kcal_mol": 44.0, "lumo_ev": -3.72, "homo_lumo_gap_ev": 7.760, "total_energy_ha": -536.3951, "species": ["C", "C", "C", "C", "C", "C", "C", "C", "C", "N", "N", "O", "H", "H", "H", "H", "H", "H", "H", "H", "H", "H", "H", "H", "H", "H", "H"], "positions_angstrom": [[0.10241, -0.72186, 3.85520], [1.35354, -1.24094, 4.19457], [1.31661, -1.19809, 1.92832], [0.08430, -0.70420, 2.41584], [-1.08277, -0.18841, 1.66268], [-2.18648, 1.57773, -1.95869], [0.39079, 1.60988, -1.67295], [0.70497, -0.79260, -2.81737], [-0.89472, 0.91297, -2.19585], [1.97916, -1.51519, 3.04798], [-0.61651, -0.23287, -2.76202], [-1.08755, 0.00488, 0.43978], [-0.73009, -0.43716, 4.47751], [1.92257, -1.29956, 5.12880], [1.66818, -1.17736, 0.97037], [-1.99489, 2.57259, -1.58963], [-2.91823, 1.56768, -2.80138], [-2.87421, 1.34570, -1.10378], [0.13859, 2.41220, -0.91456], [0.95298, 2.01199, -2.44909], [0.88562, 0.74521, -1.06937], [0.92132, -1.36204, -1.88570], [0.83775, -1.57391, -3.65209], [1.49223, -0.09562, -3.01921], [3.00583, -1.79260, 2.95273], [-2.01366, 0.22549, 2.14511], [-1.35775, -0.65391, -3.32719]], "mulliken_charge": [-0.7722, -0.4975, -0.6211, 0.7792, -0.3197, -1.2952, -1.3243, -0.9925, 1.1657, -0.0109, -0.0541, -0.4659, 0.4131, 0.3931, 0.4984, 0.3592, 0.3927, 0.3177, 0.3916, 0.4232, 0.2829, 0.3128, 0.3118, 0.3812, 0.3003, 0.3027, 0.3280]}


# 3
{"formula": "C23H41ClP2Pb", "method": "ωB97M-V/def2-TZVPD", "total_charge": 2, "homo_ev": [-14.07, -14.02], "de_lowest_kcal_mol": 3.9, "lumo_ev": [-7.57, -7.60], "homo_lumo_gap_ev": [6.501, 6.415], "total_energy_ha": -2236.0255, "species": ["Pb", "C", "C", "C", "C", "C", "C", "H", "H", "H", "C", "H", "H", "H", "C", "H", "H", "H", "C", "H", "H", "H", "C", "H", "H", "H", "C", "C", "C", "C", "C", "C", "C", "C", "H", "H", "H", "H", "H", "H", "H", "H", "H", "H", "H", "H", "P", "C", "C", "P", "C", "C", "C", "H", "H", "H", "H", "H", "H", "H", "H", "H", "H", "H", "H", "H", "H", "Cl"], "positions_angstrom": [[3.76659, -1.26828, -4.06729], [-1.94554, 1.53527, 0.77927], [-2.46207, 0.20897, 0.68149], [-0.90633, 0.22918, 2.37135], [-0.97148, 1.53760, 1.81683], [-1.85095, -0.58697, 1.69549], [-2.29468, 2.66917, -0.10371], [-2.46945, 2.33948, -1.13254], [-1.49775, 3.41179, -0.10249], [-3.20561, 3.17034, 0.23626], [-0.20859, 2.71032, 2.29523], [-0.25346, 3.54100, 1.57266], [0.84417, 2.45662, 2.50859], [-0.64676, 3.08557, 3.23776], [-0.07678, -0.16488, 3.53133], [-0.55784, 0.15943, 4.47200], [0.91759, 0.30956, 3.49764], [0.03059, -1.25782, 3.58690], [-2.09153, -2.02478, 1.93296], [-2.89863, -2.17851, 2.65678], [-1.19526, -2.49654, 2.34166], [-2.38041, -2.54705, 1.01509], [-3.46846, -0.26418, -0.29120], [-4.51571, -0.20800, 0.05115], [-3.27976, -1.31093, -0.54629], [-3.40946, 0.30745, -1.22192], [2.57171, -0.54222, -6.05636], [1.24869, -0.18203, -6.12744], [0.20594, -0.89112, -6.91404], [0.26946, -2.42837, -6.96024], [0.57219, -2.90471, -5.57912], [1.74227, -3.30651, -5.05794], [3.02871, -3.15170, -5.76997], [3.11593, -1.84787, -6.64777], [0.22418, -0.48464, -7.93068], [0.94910, -2.78268, -7.75869], [-0.81556, -0.63267, -6.60069], [2.64107, -2.08656, -7.59795], [3.32307, 0.27152, -6.03854], [0.97562, 0.86814, -6.03433], [4.18340, -1.67813, -6.92527], [3.89556, -3.34377, -5.08091], [1.64015, -4.15913, -4.39016], [3.20453, -4.02008, -6.42331], [-0.74411, -2.79578, -7.24278], [-0.35276, -3.22022, -5.08542], [-0.29392, 0.82293, -2.25103], [1.10889, 1.74575, -3.04666], [-1.42301, 0.96689, -3.69482], [0.23788, -2.17253, -1.24204], [0.14618, -0.94878, -2.73058], [-0.71325, -3.56883, -2.00537], [1.91590, -2.92176, -1.56481], [2.03671, 1.45105, -2.53358], [0.92118, 2.80899, -2.80219], [1.19688, 1.65819, -4.14199], [-0.99357, 0.48298, -4.56910], [-1.53919, 2.02470, -3.92028], [-2.40996, 0.55223, -3.50149], [2.18732, -3.08288, -2.62088], [1.94606, -3.91692, -1.09320], [2.60944, -2.25806, -1.03128], [1.16858, -0.90405, -3.16922], [-0.46306, -1.39710, -3.55057], [-1.28339, -4.02594, -1.18739], [-0.03849, -4.31231, -2.42642], [-1.41499, -3.20994, -2.76655], [6.24990, -1.02855, -3.99057]], "mulliken_charge": [1.0984, 0.5252, 0.7054, 0.6295, 0.6094, 0.5837, -1.5059, 0.2811, 0.4071, 0.4005, -1.4769, 0.3528, 0.3723, 0.3425, -1.4388, 0.3323, 0.3626, 0.3714, -1.5086, 0.3751, 0.4552, 0.2251, -1.2443, 0.3766, 0.2931, 0.2292, -0.9351, -0.1853, -0.7226, -1.1534, -0.3233, -0.0372, -1.1331, -0.9597, 0.4273, 0.3268, 0.3498, 0.3918, 0.6369, 0.8375, 0.4517, 0.3787, 0.6655, 0.5037, 0.4354, 0.5459, 0.5805, -1.1203, -1.2015, 0.5031, 0.1613, -1.2554, -1.0591, 0.3102, 0.4502, 0.1938, 0.1027, 0.4964, 0.3562, -0.0681, 0.4703, 0.3441, -0.8125, 0.1914, 0.4323, 0.3473, 0.3390, -0.4169]}


# 4
{"formula": "C6H10", "method": "ωB97M-V/def2-TZVPD", "total_charge": 0, "smiles": "CC#CCCC", "homo_ev": -9.09, "de_lowest_kcal_mol": 60.6, "lumo_ev": 1.07, "homo_lumo_gap_ev": 10.155, "total_energy_ha": -234.5059, "species": ["C", "C", "C", "C", "C", "C", "H", "H", "H", "H", "H", "H", "H", "H", "H", "H"], "positions_angstrom": [[0.50923, -0.86558, 1.28525], [0.19822, 0.61741, 1.01027], [1.23865, 1.25333, 0.03993], [0.67980, 0.79729, -1.25975], [-0.34165, 0.18365, -1.48848], [-1.48005, -0.71315, -1.57298], [1.07492, -1.33709, 0.46959], [-0.39946, -1.46187, 1.43154], [1.11103, -0.96196, 2.19512], [0.04297, 1.14835, 1.94682], [-0.74947, 0.76456, 0.47034], [1.27493, 2.34460, 0.11666], [2.25733, 0.88103, 0.21106], [-2.43959, -0.24218, -1.32771], [-1.50478, -1.08305, -2.59212], [-1.34016, -1.56547, -0.89111]], "mulliken_charge": [-1.2401, -0.3327, -0.5047, -0.1663, 0.2510, -1.1359, 0.3600, 0.2991, 0.3642, 0.4037, 0.2070, 0.3050, 0.2990, 0.3114, 0.3429, 0.2365]}


# 5
{"formula": "C17H18N2O3S2", "method": "ωB97M-V/def2-TZVPD", "total_charge": 0, "smiles": "Cc1ccc(C)c(NS(=O)(=O)c2ccc3c(c2)NC(=O)CCS3)c1", "homo_ev": -8.99, "de_lowest_kcal_mol": 7.6, "lumo_ev": 0.05, "homo_lumo_gap_ev": 9.042, "total_energy_ha": -1790.2436, "species": ["C", "C", "C", "C", "C", "C", "C", "H", "H", "C", "H", "H", "H", "N", "S", "O", "O", "C", "C", "C", "C", "C", "C", "H", "H", "S", "C", "C", "C", "O", "N", "H", "H", "H", "H", "H", "H", "H", "H", "H", "H", "H"], "positions_angstrom": [[0.40925, 2.35456, 1.72370], [-0.87131, 1.94280, 1.06302], [-1.35658, 0.65092, 1.20623], [-2.53252, 0.25033, 0.58586], [-3.28286, 1.15745, -0.16555], [-2.80183, 2.45448, -0.28305], [-1.61067, 2.84099, 0.30420], [-1.25456, 3.85282, 0.17607], [-3.36475, 3.17168, -0.86281], [-4.55151, 0.73235, -0.83882], [-5.28234, 0.38339, -0.10761], [-4.98742, 1.56149, -1.38974], [-4.34435, -0.08160, -1.53333], [-2.89710, -1.11387, 0.71313], [-2.23558, -2.11231, -0.47842], [-2.50487, -1.58556, -1.78847], [-2.67338, -3.44104, -0.18194], [-0.49898, -1.91413, -0.12745], [0.17181, -0.89625, -0.77110], [1.48078, -0.58598, -0.41268], [2.09133, -1.33001, 0.60676], [1.40518, -2.37521, 1.21790], [0.10175, -2.66984, 0.85926], [-0.45837, -3.45849, 1.33359], [1.89855, -2.92505, 2.00407], [3.63595, -0.84338, 1.33603], [4.83171, -0.86428, -0.05889], [4.17081, -0.72453, -1.41650], [3.38119, 0.56730, -1.51206], [3.80968, 1.58327, -2.00408], [2.10878, 0.50004, -1.02377], [1.51742, 1.29280, -1.24178], [3.51336, -1.57560, -1.60968], [4.95178, -0.69633, -2.17910], [5.38438, -1.80240, 0.01003], [5.50840, -0.03208, 0.13270], [-0.34052, -0.33262, -1.53507], [-3.89700, -1.26594, 0.73400], [-0.82017, -0.06375, 1.81191], [0.19944, 2.80489, 2.69399], [1.05769, 1.49658, 1.88604], [0.93746, 3.09211, 1.12341]], "mulliken_charge": [-1.4647, 0.6705, -0.2514, -0.3005, 1.0635, -0.7954, -0.9017, 0.4219, 0.3583, -1.6992, 0.3473, 0.4070, 0.3135, -0.2732, 1.4103, -0.6541, -0.7388, -0.2743, -0.4929, -0.6589, 0.9762, -0.6515, -0.6337, 0.4828, 0.5213, -0.1240, -0.5221, -0.8189, 0.4718, -0.6502, 0.0205, 0.2643, 0.3447, 0.3707, 0.3705, 0.3964, 0.5640, 0.4886, 0.6701, 0.3837, 0.2176, 0.3698]}


# 6
{"formula": "C3H6O2S2", "method": "ωB97M-V/def2-TZVPD", "total_charge": 0, "homo_ev": -9.43, "de_lowest_kcal_mol": 95.5, "lumo_ev": 0.04, "homo_lumo_gap_ev": 9.469, "total_energy_ha": -1064.6335, "species": ["C", "C", "C", "O", "O", "S", "S", "H", "H", "H", "H", "H", "H"], "positions_angstrom": [[-3.14270, -1.01645, -0.91268], [-3.29133, -1.18165, 0.27036], [2.14569, 1.32103, 0.95203], [0.14344, -1.60054, -1.45560], [-0.21623, 0.58617, -0.61268], [2.52691, -0.25312, 0.33491], [0.00224, -0.80383, -0.28039], [-3.26187, -0.68628, -1.91988], [2.57537, 0.16272, -1.03983], [-3.46468, -1.24713, 1.32102], [2.81491, 2.06970, 0.72879], [2.11023, 1.19245, 2.09307], [1.05801, 1.45695, 0.52088]], "mulliken_charge": [-0.4720, -0.2140, -0.6448, -0.4154, -0.4719, -0.2305, 0.6419, 0.3318, 0.2089, 0.3919, 0.3258, 0.2455, 0.3029]}